#w
ORCA calculation (wB97M-V/def2-TZVPD) on a structure of composition C5H11NP.

Geometry (Å):
C -3.369 0.864 -0.268
C -2.284 0.533 -0.971
C -1.352 -0.366 -0.584
C -0.420 -1.037 0.040
C 2.646 -0.140 1.074
N 2.293 -0.200 2.416
P 2.668 -1.610 0.250
H -4.027 1.787 -0.464
H -3.740 0.356 0.533
H -2.071 1.078 -1.835
H -0.969 1.083 -3.158
H 0.421 -0.599 0.546
H 2.840 0.795 0.661
H 2.378 -1.022 2.951
H 2.534 0.706 2.892
H -0.402 -2.153 -0.126
H -0.203 1.067 -2.965
H 3.056 -1.141 -0.992

HOMO level (alpha / beta) (eV): -11.39 / -11.39
Net charge: +1

---

#x
ORCA calculation (wB97M-V/def2-TZVPD) on the ion C5H11NP with charge +1.

Geometry (Å):
C 1.565 0.569 -0.642
C 0.477 -0.273 0.231
C -0.962 -0.181 -0.237
C 0.644 0.131 1.675
C -1.195 -0.833 -1.510
N 2.742 0.471 -0.843
P -1.951 1.101 0.507
H 0.926 -1.286 0.121
H 1.148 1.589 -0.859
H 0.755 1.168 1.842
H 1.601 -0.340 2.089
H -0.034 -0.158 2.375
H -1.289 -0.113 -2.381
H -2.014 -1.425 -1.569
H -0.414 -1.435 -1.874
H 3.319 -0.376 -0.634
H -2.083 0.451 1.758
H -3.233 0.939 -0.047

HOMO level (alpha / beta) (eV): -13.74 / -13.74
Net charge: +1

---

Energy relative to the most stable one, in kJ/mol: #w 241.5; #x 0.0

---

#w
ORCA calculation (wB97M-V/def2-TZVPD) on a structure of composition C37H28N6O4RuS2.

Geometry (Å):
Ru -1.674 1.129 -1.034
O -0.963 -3.355 -1.675
C -0.124 -3.216 -2.712
C 0.540 -4.369 -3.139
C 1.400 -4.330 -4.219
C 1.622 -3.142 -4.911
C 0.975 -1.996 -4.490
C 0.118 -2.015 -3.394
C -0.550 -0.774 -2.971
O -0.061 -0.172 -1.776
N -1.471 -0.205 -3.615
N -2.059 0.904 -3.006
C -2.918 1.543 -3.718
C -3.691 2.637 -3.222
C -4.445 3.345 -4.188
C -5.216 4.430 -3.880
C -5.262 4.854 -2.534
C -4.570 4.192 -1.564
C -3.761 3.041 -1.838
O -3.207 2.468 -0.840
H -1.464 -2.540 -1.410
H 0.348 -5.290 -2.604
H 1.900 -5.239 -4.531
H 2.289 -3.114 -5.762
H 1.126 -1.055 -5.006
H -3.059 1.226 -4.751
H -4.393 2.999 -5.216
H -5.776 4.950 -4.646
H -5.855 5.721 -2.265
H -4.602 4.512 -0.530
N -2.111 -2.013 2.035
C -1.895 -0.906 1.218
S -2.702 -0.934 -0.354
N -1.158 0.039 1.695
N -1.008 1.129 0.869
C -0.065 2.044 1.163
C 0.721 1.992 2.415
C 2.114 2.091 2.380
C 2.874 1.981 3.537
C 2.256 1.759 4.759
C 0.869 1.661 4.811
C 0.111 1.780 3.656
C 0.185 3.000 0.146
C 0.938 4.192 0.324
C 1.069 5.091 -0.696
C 0.439 4.844 -1.933
C -0.297 3.689 -2.052
N -0.416 2.774 -1.084
H -2.300 -2.859 1.522
H -1.404 -2.119 2.748
H 2.604 2.226 1.423
H 3.954 2.048 3.478
H 2.846 1.658 5.662
H 0.375 1.490 5.760
H -0.965 1.687 3.699
H 1.377 4.391 1.292
H 1.632 6.004 -0.542
H 0.504 5.537 -2.760
H -0.822 3.457 -2.973
C 1.631 -5.333 4.670
C 2.868 -4.827 5.369
O 3.032 -4.887 6.555
S 4.220 -4.203 4.346
C 3.375 -3.366 3.027
C 2.576 -2.257 3.294
C 1.908 -1.614 2.268
C 2.068 -2.051 0.948
C 2.891 -3.143 0.681
C 3.533 -3.804 1.717
C 1.367 -1.375 -0.106
C 0.727 -0.831 -0.956
H 0.992 -5.814 5.406
H 1.913 -6.034 3.884
H 1.091 -4.515 4.196
H 2.471 -1.897 4.311
H 1.252 -0.776 2.472
H 3.009 -3.479 -0.342
H 4.152 -4.668 1.512

Multiplicity: 2
HOMO level (alpha / beta) (eV): -2.39 / -3.99
Net charge: -1
⟨S²⟩: 0.78

---

#x
ORCA calculation (wB97M-V/def2-TZVPD) on a structure of composition C37H28N6O4RuS2.

Geometry (Å):
Ru -0.535 -0.081 0.388
O 0.462 -4.579 -0.182
C 1.182 -4.473 -1.307
C 1.804 -5.639 -1.761
C 2.519 -5.647 -2.943
C 2.626 -4.492 -3.715
C 2.030 -3.330 -3.259
C 1.334 -3.297 -2.053
C 0.734 -2.019 -1.610
O 1.285 -1.411 -0.463
N -0.201 -1.462 -2.234
N -0.799 -0.333 -1.638
C -1.621 0.263 -2.422
C -2.389 1.417 -2.065
C -3.039 2.091 -3.122
C -3.711 3.267 -2.939
C -3.746 3.814 -1.634
C -3.167 3.177 -0.577
C -2.492 1.917 -0.720
O -2.075 1.331 0.329
H -0.090 -3.784 0.045
H 1.681 -6.538 -1.169
H 2.988 -6.565 -3.275
H 3.170 -4.498 -4.650
H 2.098 -2.413 -3.833
H -1.705 -0.125 -3.437
H -2.985 1.650 -4.114
H -4.192 3.769 -3.768
H -4.238 4.768 -1.470
H -3.205 3.594 0.422
N -0.648 -3.433 3.287
C -0.526 -2.273 2.528
S -1.392 -2.246 0.993
N 0.198 -1.332 3.026
N 0.249 -0.184 2.246
C 1.150 0.763 2.583
C 2.007 0.689 3.787
C 3.374 0.976 3.697
C 4.219 0.850 4.793
C 3.719 0.426 6.016
C 2.361 0.147 6.128
C 1.517 0.280 5.034
C 1.286 1.807 1.623
C 1.887 3.065 1.885
C 1.927 4.030 0.917
C 1.357 3.778 -0.347
C 0.756 2.561 -0.541
N 0.718 1.588 0.386
H -0.849 -4.259 2.747
H 0.089 -3.546 3.966
H 3.785 1.267 2.738
H 5.275 1.064 4.682
H 4.378 0.307 6.869
H 1.953 -0.183 7.077
H 0.466 0.053 5.133
H 2.277 3.261 2.875
H 2.374 4.994 1.132
H 1.361 4.518 -1.136
H 0.277 2.322 -1.483
C 2.908 -6.642 6.056
C 4.002 -5.773 6.619
O 3.927 -5.196 7.658
S 5.514 -5.636 5.562
C 4.729 -4.709 4.255
C 4.077 -3.507 4.518
C 3.450 -2.817 3.492
C 3.491 -3.307 2.185
C 4.173 -4.494 1.923
C 4.776 -5.199 2.955
C 2.794 -2.610 1.134
C 2.106 -2.062 0.327
H 2.112 -6.766 6.788
H 3.317 -7.606 5.756
H 2.514 -6.160 5.159
H 4.050 -3.111 5.527
H 2.918 -1.897 3.697
H 4.205 -4.873 0.909
H 5.284 -6.134 2.754

Multiplicity: 2
HOMO level (alpha / beta) (eV): -2.49 / -3.95
Net charge: -1
⟨S²⟩: 0.82

---

Energy relative to the most stable one, in kJ/mol: #w 0.0; #x 52.8

---

#w
ORCA calculation (wB97M-V/def2-TZVPD) on a structure of composition C2H4O2Si.

Geometry (Å):
C 0.671 -0.128 -0.751
C -0.629 -0.934 -0.622
O 0.706 0.963 -1.245
O -1.095 -1.795 0.063
Si 0.575 0.748 1.611
H 1.508 -0.646 -0.260
H -1.045 -0.569 -1.558
H 0.132 1.706 0.618
H -0.823 0.655 2.144

HOMO level (eV): -9.14
Net charge: 0

---

#x
ORCA calculation (wB97M-V/def2-TZVPD) on an isolated molecule of C2H4O2Si.

Geometry (Å):
C -0.083 -1.806 -0.755
C -0.185 1.579 -0.501
O -0.765 -2.198 -1.662
O 0.520 1.809 -1.446
Si -0.481 -0.282 0.256
H 0.791 -2.227 -0.349
H -0.798 2.362 0.133
H 0.615 -0.454 1.252
H -1.718 -0.151 0.901

HOMO level (eV): -9.33
Net charge: 0
Structure (SMILES): O=C[SiH2]C=O

---

Energy relative to the most stable one, in kJ/mol: #w 247.3; #x 0.0

---

#w
ORCA calculation (wB97M-V/def2-TZVPD) on a cluster of 2 separate species, C2H2F3OP in total.

Geometry (Å):
C -1.009 0.824 0.482
C 0.093 1.204 -0.521
O -1.936 1.492 0.743
F 0.027 0.253 -1.426
F 0.059 2.394 -1.242
F 1.347 1.089 0.022
P -0.086 -2.281 0.655
H 0.756 -2.385 1.698
H 0.748 -2.589 -0.410

HOMO level (alpha / beta) (eV): -9.49 / -9.16
Net charge: 0

---

#x
ORCA calculation (wB97M-V/def2-TZVPD) on an isolated molecule of C2H2F3OP.

Geometry (Å):
C 0.095 -0.226 -0.703
C 3.228 0.254 -0.003
O 1.728 -2.007 0.589
F 3.092 1.459 0.430
F 4.244 -0.192 0.787
F 3.758 0.130 -1.267
P 1.497 -0.683 0.041
H -0.541 -1.129 -0.482
H -0.274 0.693 -1.087

HOMO level (eV): -9.99
Net charge: 0

---

Energy relative to the most stable one, in kJ/mol: #w 214.2; #x 0.0

---

#w
ORCA calculation (wB97M-V/def2-TZVPD) on an isolated molecule of CH2O3S.

Geometry (Å):
C -0.373 -0.028 0.298
O 2.258 -0.536 0.501
O 0.185 1.184 0.156
O -1.513 -0.278 -0.529
S 1.219 -0.016 -0.456
H -0.507 -0.532 1.345
H -1.268 0.205 -1.315

HOMO level (eV): -10.13
Net charge: 0

---

#x
ORCA calculation (wB97M-V/def2-TZVPD) on a cluster of 2 separate species, CH2O3S in total.

Geometry (Å):
C 0.071 -0.120 -0.156
O -1.443 1.232 1.650
O 0.427 1.242 -0.332
O 0.971 -1.122 -0.333
S -0.085 0.931 1.288
H -1.419 -1.012 -0.910
H 1.477 -1.151 -1.208

HOMO level (alpha / beta) (eV): -9.75 / -9.75
Net charge: 0

---

Energy relative to the most stable one, in kJ/mol: #w 0.0; #x 303.6

---

#w
ORCA calculation (wB97M-V/def2-TZVPD) on a cluster of 6 separate species, C3H16N2O7 in total.

Geometry (Å):
O -2.658 2.082 2.517
C -1.514 1.902 2.183
C -1.127 2.056 0.716
N -0.618 0.843 0.137
C -1.321 -0.238 -0.322
N -2.646 -0.079 -0.550
O -0.702 -1.271 -0.594
H -0.718 1.708 2.915
H -1.907 2.508 0.100
H -0.342 2.819 0.701
H 0.368 0.708 0.039
H -3.107 -0.814 -1.055
H -3.084 0.809 -0.390
H 2.375 0.522 -3.339
H 1.743 -0.902 -3.266
O 2.438 -0.327 -2.893
H 0.915 -2.017 0.628
H 2.414 -2.333 1.363
O 1.634 -1.801 1.226
H -0.529 -1.037 -2.722
H 0.056 -2.375 -2.631
O 0.092 -1.597 -3.199
H 0.963 -1.360 2.835
H -0.331 -1.040 3.599
O 0.622 -1.083 3.710
H 2.824 0.587 0.000
H 1.902 0.563 -1.183
O 2.258 1.166 -0.521

HOMO level (eV): -9.84
Net charge: 0
Structure (SMILES): NC(=O)NCC=O.O.O.O.O.O

---

#x
ORCA calculation (wB97M-V/def2-TZVPD) on a cluster of 6 separate species, C3H16N2O7 in total.

Geometry (Å):
O -0.782 -2.268 -0.595
C -0.042 -1.531 -1.238
N 0.478 -0.362 -0.599
C 0.602 0.846 -1.358
N -0.008 1.958 -0.758
O 1.075 0.906 -2.441
C 0.331 -1.637 -2.691
H 0.157 -0.206 0.403
H -0.456 1.729 0.090
H -0.380 2.742 -1.313
H 0.022 -0.714 -3.295
H -0.220 -2.408 -3.226
H 1.479 -1.716 -2.684
H 1.138 -3.485 1.676
H -0.107 -2.656 1.321
O 0.550 -2.811 1.958
H -0.576 2.556 2.556
H -1.686 2.868 1.356
O -1.106 3.215 1.994
H 2.752 -0.446 -0.026
H 3.549 -0.354 -1.388
O 3.623 -0.474 -0.448
H -3.368 0.793 1.600
H -3.919 1.248 0.334
O -3.087 0.846 0.657
H 0.025 -0.375 2.661
H 0.121 1.193 3.084
O -0.165 0.544 2.372

HOMO level (eV): -10.37
Net charge: 0
Structure (SMILES): CC(=O)NC(N)=O.O.O.O.O.O

---

Energy relative to the most stable one, in kJ/mol: #w 0.0; #x 52.5